[1]
79
Properties=species:S:1:pos:R:3:forces:R:3:lowdin_charge:R:1 method="wB97M-V/def2-TZVPD" homo_ev=-6.4 energy_ha=-13568.8569 lumo_ev=-5.35
C 1.7865 4.5043 -0.7757 -0.7 1.0 0.0 -0.149
C 0.4054 3.5958 -0.6770 0.9 0.5 -0.2 -0.302
C 0.7060 1.9569 -0.8183 -1.9 -0.2 -0.6 -0.593
Cl 2.5223 1.5632 -0.9861 -2.0 0.2 0.3 0.628
C -0.0803 1.0557 0.3096 -2.0 -2.4 3.7 -0.066
C 0.0789 1.3202 1.9241 -1.1 -1.3 -1.0 0.031
C 1.0560 2.4594 2.5932 -0.4 0.1 0.3 -0.127
C 2.6376 2.0309 2.6968 0.9 -0.2 1.1 -0.180
C 2.9133 0.5377 3.3136 0.4 0.0 0.3 -0.171
C 2.7981 -0.6939 2.2381 -0.6 0.3 0.2 -0.203
N 4.1102 -1.3463 1.8632 0.7 -2.9 -0.2 -0.194
C 4.0272 -2.8610 1.8699 4.7 -0.3 -1.5 -0.058
C 5.4537 -3.5520 1.4261 -2.7 7.1 0.8 -0.020
C 6.3062 -2.1652 1.1686 -2.9 0.0 0.8 -0.082
C 5.4526 -0.7883 1.4461 -0.1 -6.0 -0.2 -0.060
C -0.7581 0.3617 3.0097 -3.5 1.0 -4.5 -0.249
O -0.6458 0.4965 4.4779 -5.3 4.9 -2.6 -0.259
C -1.7315 -0.8176 2.4184 0.8 1.4 -0.7 -0.323
Cl -2.7083 -1.9949 3.5288 1.9 2.7 -2.4 0.776
N -1.8577 -1.0359 0.9258 2.5 3.0 2.3 -0.081
F -2.6984 -2.0383 0.4979 1.2 1.4 0.5 0.040
C -1.0974 -0.1984 -0.1229 0.8 1.0 1.4 -0.111
P -1.3985 -0.7324 -1.9582 -0.2 2.5 -0.7 0.673
O -2.0998 0.4187 -2.8155 1.7 -0.9 3.7 -0.772
H 2.5633 4.2711 0.0675 -1.5 0.2 -1.8 0.082
H 2.2633 4.4325 -1.8644 -0.9 -0.1 2.5 0.087
H 1.4650 5.6417 -0.6336 0.6 -2.4 -0.3 0.097
H -0.2314 3.7985 0.2857 1.4 -0.3 -1.8 0.124
H -0.2651 3.9402 -1.5989 3.8 0.3 3.6 -0.061
H 0.2188 1.6607 -1.8670 1.4 0.1 2.3 0.051
H 1.0286 3.5068 2.0408 -0.3 -2.4 0.8 0.110
H 0.6100 2.6748 3.6790 1.2 -0.7 -2.3 0.154
H 3.1372 2.8027 3.4579 -1.3 -1.6 -1.6 0.147
H 3.2445 2.1280 1.7010 -1.5 -0.1 1.6 0.079
H 2.2049 0.3480 4.2538 1.9 0.9 -1.5 0.056
H 4.0188 0.5195 3.7479 -2.5 0.0 -0.8 0.150
H 2.2075 -0.3678 1.2642 1.2 -0.6 1.8 0.098
H 2.1425 -1.5431 2.7616 1.9 1.6 -1.6 0.059
H 3.0632 -3.4792 2.1354 2.0 1.8 -0.6 0.097
H 5.7565 -4.6839 1.3242 -0.8 2.6 0.2 0.103
H 7.4113 -2.2391 0.7900 -2.4 0.6 0.9 0.072
H 5.7292 0.3452 1.3547 -0.8 -2.7 0.3 0.092
H -1.5156 0.2099 4.9297 1.2 1.0 -1.0 0.160
H -0.0849 -0.9229 -2.5568 -0.8 -0.1 1.0 0.043
H -2.0840 -1.9980 -2.0753 0.5 0.9 1.0 0.013
C 4.7943 -6.6644 -1.7164 -1.4 1.1 0.1 -0.121
C 3.8263 -6.1558 -0.6606 -4.9 2.5 5.5 -0.219
N 3.0233 -5.7338 0.2153 6.1 -3.1 -6.8 0.048
H 4.3324 -7.4758 -2.2856 0.0 0.1 0.2 0.071
H 5.0580 -5.8541 -2.4017 -0.3 0.1 0.0 0.056
H 5.7044 -7.0375 -1.2389 0.1 -0.5 0.9 0.008
F -6.1409 -1.4162 5.5424 0.2 2.5 5.1 -0.152
P -6.7741 -1.4777 4.1200 -1.6 0.0 0.5 -0.038
F -7.4444 -2.4928 3.1459 0.3 -2.4 -5.2 -0.144
F -6.2486 -0.7121 2.8683 3.7 0.0 -5.0 -0.168
F -5.4865 -2.3527 4.0527 3.9 -4.1 -3.1 -0.217
F -7.2100 0.0060 4.3125 -3.0 3.8 2.9 -0.152
F -8.1126 -1.8992 4.7972 -3.1 0.2 4.7 -0.143
F 6.0022 -7.9744 0.0923 0.3 0.0 0.2 -0.645
K -1.6048 3.1705 -2.4273 -3.7 -2.1 -1.7 0.784
N -0.2844 5.6284 -5.7596 0.0 0.1 -0.2 0.307
H 0.0544 4.9570 -6.4586 0.0 0.0 0.0 0.161
H 0.2951 6.4755 -5.7897 0.0 0.0 0.0 0.161
H -1.2600 5.8738 -5.9653 0.0 0.0 0.0 0.158
H -0.2272 5.2076 -4.8249 0.1 0.1 -0.1 0.122
C -2.0837 -2.6442 -5.8145 -0.3 -0.8 -0.3 -1.524
Br -0.5572 -2.3766 -6.9902 -0.2 0.1 0.3 0.552
Br -2.1823 -1.2776 -4.4337 -0.5 -0.8 -3.0 0.773
Br -3.7483 -2.7880 -6.8109 0.7 0.2 0.4 0.683
H -1.9317 -3.6020 -5.3061 0.0 0.3 -0.3 -0.010
O -5.7764 -3.6807 -4.8787 -1.2 0.3 -0.6 -0.360
H -4.9079 -3.7464 -4.5257 1.2 -0.2 0.7 -0.175
C -6.3235 4.7618 -2.5323 -0.5 0.6 0.2 -1.026
Cl -5.2656 3.3656 -2.7706 0.4 -0.2 -0.1 0.501
Cl -7.6184 4.3905 -1.3874 0.3 0.1 -0.2 0.555
H -5.7321 5.5940 -2.1428 -0.1 -0.3 0.0 0.024
H -6.7660 5.0407 -3.4917 0.1 -0.2 0.2 0.033
K 0.3521 -1.1412 4.1252 6.5 -8.9 2.0 0.947
F 2.1824 0.9095 6.5899 -0.5 -0.3 -1.0 -0.808

[2]
25
Properties=species:S:1:pos:R:3:forces:R:3:nbo_charge:R:1 method="wB97M-V/def2-TZVPD" smiles="O=CNCCNC=O.O.O.O" e_above_lowest_kcal_mol=13.7 homo_ev=-9.5 energy_ha=-646.5384 lumo_ev=0.34
C -0.0749 0.9756 0.5080 0.3 0.7 -0.3 -0.238
N -1.2923 0.7171 1.2713 0.2 0.2 -0.5 -0.609
C -2.5222 0.8449 0.7372 -0.2 -0.8 -0.1 0.532
O -2.7467 1.0627 -0.4411 -0.1 0.1 0.4 -0.651
C 0.1855 0.0506 -0.6778 -0.8 -0.4 1.2 -0.242
N 0.5639 -1.2596 -0.1502 0.2 0.7 -1.5 -0.642
C 1.5244 -1.9849 -0.7883 -0.2 -0.4 1.5 0.533
O 1.6893 -3.1728 -0.5643 0.3 0.0 -0.3 -0.643
H -0.0534 1.9843 0.0804 -0.3 0.1 0.4 0.215
H 0.7123 0.8922 1.2559 0.3 0.0 -0.2 0.198
H -1.1826 0.6094 2.2638 -0.3 -0.1 0.0 0.407
H -3.3391 0.6113 1.4381 0.1 0.2 0.1 0.123
H 0.9483 0.4854 -1.3115 0.3 -0.2 0.1 0.235
H -0.7382 0.0049 -1.2570 0.1 -0.2 -0.1 0.211
H -0.1402 -1.7534 0.3906 0.2 -0.1 -0.2 0.431
H 2.2414 -1.3778 -1.3534 -0.2 0.0 -0.4 0.131
H -1.8036 2.1489 -2.2896 0.0 0.1 0.1 0.475
H -2.0195 2.9123 -1.0272 -0.2 -0.1 0.1 0.475
O -1.6125 3.0037 -1.8890 0.4 0.3 -0.4 -0.950
H 2.7374 1.4821 0.3013 0.1 0.2 0.0 0.472
H 3.6601 1.4851 -0.9318 0.0 0.1 0.1 0.479
O 3.1037 0.9222 -0.3871 0.1 -0.2 -0.1 -0.945
H 0.7520 -3.2908 1.3064 -0.1 -0.4 -0.2 0.499
H -0.4107 -4.0997 1.9567 0.1 0.1 -0.1 0.483
O -0.1824 -3.2540 1.5589 -0.2 0.1 0.5 -0.978